# 1
Computed, not measured: a structure of composition C48H44Cl2N10O4PW in a non-equilibrium geometry, with ωB97M-V with the def2-TZVPD basis set.

Results
Energy above the lowest of the compared OMol25 structures with the same formula, charge and spin (kJ/mol): 302.1
Highest occupied orbital energy (spin up / spin down) (eV): -2.55 / -3.54
Expectation value of S²: 2.039
Frontier orbital gap (spin up / spin down) (eV): 4.419 / 5.408
Maximum force (eV/Å): 1.49
Energy (a.u.): -4033.02721

ORCA input file:
```
! RIJCOSX wB97M-V def2-TZVPD def2/J DEFGRID3
* xyz -1 3
W 0.200 0.820 0.189
Cl 2.790 -0.885 6.287
C 2.669 -0.282 4.655
C 1.626 -0.729 3.866
C 1.499 -0.253 2.558
N 0.501 -0.612 1.673
C -0.920 -0.496 2.235
O -1.172 -0.925 3.420
C -1.800 -1.244 1.199
C -2.120 -2.582 1.448
C -2.980 -3.238 0.597
C -3.544 -2.535 -0.472
C -3.157 -1.224 -0.654
N -2.280 -0.597 0.142
C 2.451 0.653 2.063
C 3.496 1.090 2.861
C 3.598 0.626 4.163
Cl 4.915 1.202 5.150
N 2.131 1.111 0.760
C 3.168 1.520 -0.040
O 4.372 1.424 0.239
C 2.707 2.145 -1.271
C 3.622 2.819 -2.092
C 3.168 3.527 -3.172
C 1.785 3.579 -3.387
C 0.961 2.872 -2.544
N 1.387 2.108 -1.527
H 0.877 -1.398 4.261
H -1.684 -3.041 2.324
H -3.220 -4.283 0.754
H -4.250 -2.998 -1.149
H -3.569 -0.645 -1.480
H 4.226 1.786 2.481
H 4.665 2.760 -1.813
H 3.852 4.062 -3.819
H 1.351 4.170 -4.182
H -0.105 2.955 -2.692
N -1.386 1.051 -2.024
C -2.361 2.047 -1.611
C -3.447 2.395 -2.619
C -4.605 3.316 -2.154
C -4.993 3.332 -0.662
N -5.110 2.066 0.046
C -4.429 1.843 1.198
N -3.420 2.584 1.609
N -4.776 0.756 1.946
C -1.650 3.157 -0.838
O -2.045 4.319 -0.884
O -0.754 2.705 -0.041
H -0.885 1.233 -2.882
H -1.773 0.122 -2.087
H -2.896 1.544 -0.806
H -3.874 1.420 -2.879
H -3.032 2.812 -3.540
H -5.471 3.104 -2.788
H -4.309 4.353 -2.319
H -5.914 3.898 -0.514
H -4.187 3.883 -0.185
H -5.972 1.554 -0.063
H -3.259 3.467 1.147
H -2.435 2.096 1.884
H -5.049 -0.076 1.444
H -4.132 0.567 2.705
N 0.416 -0.738 -1.048
P 1.286 -2.008 -1.200
C 1.239 -3.346 0.044
C 1.851 -3.172 1.287
C 1.769 -4.152 2.261
C 1.077 -5.330 2.008
C 0.481 -5.525 0.772
C 0.565 -4.540 -0.205
C 0.741 -2.849 -2.732
C 1.615 -3.395 -3.663
C 1.131 -3.970 -4.834
C -0.232 -4.010 -5.078
C -1.115 -3.471 -4.148
C -0.630 -2.889 -2.989
C 3.058 -1.711 -1.511
C 3.339 -0.746 -2.480
C 4.647 -0.412 -2.784
C 5.694 -1.020 -2.103
C 5.426 -1.978 -1.141
C 4.113 -2.332 -0.852
H 2.390 -2.261 1.505
H 2.237 -3.983 3.223
H 1.005 -6.093 2.774
H -0.050 -6.446 0.561
H 0.085 -4.707 -1.161
H 2.682 -3.374 -3.478
H 1.825 -4.381 -5.557
H -0.608 -4.456 -5.990
H -2.183 -3.500 -4.332
H -1.308 -2.451 -2.266
H 2.519 -0.244 -2.981
H 4.848 0.347 -3.530
H 6.716 -0.731 -2.311
H 6.238 -2.444 -0.596
H 3.922 -3.098 -0.114
N -1.068 1.012 1.896
C -0.744 1.863 2.981
C 0.179 2.906 2.864
C 0.450 3.748 3.933
C -0.200 3.585 5.147
C -1.143 2.572 5.266
C -1.422 1.730 4.202
H 0.700 3.066 1.930
H 1.188 4.531 3.809
H 0.025 4.232 5.986
H -1.669 2.428 6.203
H -2.136 0.928 4.310
*
```

=====

# 2
Computed, not measured: a structure of composition C48H44F12N5O2PS3SbZr in a non-equilibrium geometry, with ωB97M-V with the def2-TZVPD basis set.

Results
Energy above the lowest of the compared OMol25 structures with the same formula, charge and spin (kJ/mol): 42.8
Highest occupied orbital energy (spin up / spin down) (eV): -9.96 / -9.96
Frontier orbital gap (spin up / spin down) (eV): 5.614 / 5.605
Maximum force (eV/Å): 1.03
Energy (a.u.): -5301.32004

ORCA input file:
```
! RIJCOSX wB97M-V def2-TZVPD def2/J DEFGRID3
* xyz 1 1
Zr -0.483 -0.386 -1.688
S 0.981 0.598 -3.645
C -0.441 1.560 -3.703
N -1.445 1.209 -2.925
C -2.491 2.127 -2.949
C -3.681 2.062 -2.231
C -4.599 3.081 -2.395
C -4.350 4.148 -3.261
C -3.175 4.216 -3.985
C -2.247 3.195 -3.817
S -0.687 3.020 -4.572
H -3.892 1.227 -1.578
H -5.534 3.044 -1.851
H -5.090 4.930 -3.374
H -2.984 5.039 -4.660
S 0.468 1.758 -0.598
C -0.874 2.122 0.439
N -0.930 3.352 0.959
N -1.775 3.752 1.838
C -2.629 3.057 2.753
C -3.868 3.616 3.015
C -4.705 3.009 3.945
C -4.289 1.870 4.611
C -3.023 1.343 4.364
C -2.187 1.932 3.438
N -1.909 1.300 0.627
N -1.947 0.195 -0.026
C -3.152 -0.541 0.267
C -4.262 0.090 0.835
C -5.398 -0.647 1.113
C -5.448 -2.008 0.836
C -4.344 -2.631 0.280
C -3.198 -1.901 -0.005
H -1.752 4.756 1.953
H -4.185 4.509 2.489
H -5.679 3.435 4.145
H -4.938 1.398 5.336
H -2.685 0.471 4.908
H -1.198 1.533 3.253
H -4.232 1.146 1.060
H -6.255 -0.150 1.550
H -6.343 -2.576 1.053
H -4.366 -3.690 0.061
H -2.341 -2.413 -0.413
C -1.129 -4.636 0.509
C 0.108 -4.116 1.218
P 0.280 -2.285 1.222
C 1.938 -2.145 2.029
C 2.366 -3.181 3.070
C -0.949 -1.762 2.490
C -0.703 -2.118 3.952
H -1.147 -5.727 0.503
H -1.151 -4.300 -0.526
H -2.048 -4.299 0.993
H 1.012 -4.508 0.743
H 0.137 -4.468 2.252
H 2.014 -1.135 2.442
H 2.656 -2.175 1.208
H 1.708 -3.227 3.935
H 3.365 -2.927 3.427
H 2.427 -4.179 2.640
H -1.904 -2.180 2.159
H -1.063 -0.680 2.381
H -0.617 -3.195 4.103
H -1.539 -1.777 4.564
H 0.202 -1.649 4.339
F 8.921 -2.193 1.755
C 7.750 -1.643 1.396
C 7.085 -2.151 0.296
C 5.875 -1.574 -0.061
C 5.343 -0.499 0.649
C 6.038 -0.031 1.760
C 7.247 -0.597 2.143
Sb 3.454 0.297 0.043
C 3.382 1.944 1.380
C 4.270 3.017 1.330
C 4.149 4.089 2.203
C 3.128 4.067 3.135
F 2.997 5.103 3.979
C 2.236 3.017 3.230
C 2.372 1.963 2.338
C 4.021 1.325 -1.744
C 3.705 2.662 -1.966
C 3.938 3.262 -3.196
C 4.488 2.500 -4.206
F 4.709 3.070 -5.404
C 4.817 1.170 -4.031
C 4.571 0.592 -2.794
H 7.508 -2.981 -0.253
H 5.343 -1.993 -0.910
H 5.644 0.790 2.348
H 7.797 -0.238 3.002
H 5.079 3.024 0.609
H 4.830 4.930 2.173
H 1.463 3.037 3.987
H 1.656 1.147 2.387
H 3.245 3.253 -1.182
H 3.699 4.302 -3.378
H 5.253 0.611 -4.848
H 4.830 -0.455 -2.662
O 1.300 -1.917 -1.991
H 0.932 -2.811 -2.032
H 1.774 -1.772 -2.821
F -4.489 -2.749 -2.855
C -3.625 -2.017 -3.556
F -4.078 -1.969 -4.813
F -3.638 -0.783 -3.054
C -2.158 -2.583 -3.517
O -1.396 -2.005 -2.539
C -2.194 -4.118 -3.251
F -0.932 -4.582 -3.208
F -2.748 -4.402 -2.072
F -2.853 -4.778 -4.198
C -1.463 -2.288 -4.879
F -1.910 -3.023 -5.886
F -0.142 -2.514 -4.770
F -1.622 -0.993 -5.174
*
```

=====

# 3
Computed, not measured: a structure of composition C48H45IIrN6P3, with ωB97M-V with the def2-TZVPD basis set.

Results
Highest occupied orbital energy (spin up / spin down) (eV): -14.94 / -14.95
Expectation value of S²: 0.790
Frontier orbital gap (spin up / spin down) (eV): 5.596 / 5.478
Maximum force (eV/Å): 0.50
Energy (a.u.): -3609.85866

ORCA input file:
```
! RIJCOSX wB97M-V def2-TZVPD def2/J DEFGRID3
* xyz 3 2
Ir -0.231 -0.711 -0.268
C 5.049 1.072 1.020
N 3.870 0.570 0.307
C 3.945 -0.142 -0.848
C 2.665 -0.424 -1.207
N 1.798 0.118 -0.297
C 2.555 0.732 0.628
P 2.207 1.914 1.959
C 0.740 1.173 2.820
N -0.561 1.669 2.712
C -1.234 1.102 3.654
C -0.451 0.105 4.411
N 0.857 0.311 3.797
C 2.095 -0.240 4.355
C 1.609 3.327 1.073
N 0.954 3.338 -0.078
C 0.956 4.625 -0.489
C 1.626 5.413 0.422
N 2.050 4.588 1.405
C 2.799 5.010 2.586
H 5.899 0.460 0.734
H 5.247 2.107 0.748
H 4.901 0.997 2.093
H 4.884 -0.388 -1.314
H 2.323 -0.987 -2.058
H -2.289 1.296 3.817
H -0.436 0.234 5.494
H 1.845 -1.074 5.006
H 2.743 -0.596 3.556
H 2.601 0.533 4.931
H 0.485 4.937 -1.404
H 1.832 6.470 0.435
H 2.690 6.085 2.694
H 2.402 4.532 3.477
H 3.856 4.771 2.478
I -0.525 -1.274 -2.723
C 0.237 -3.205 -2.515
C 0.238 -4.063 -3.570
C 0.851 -5.324 -3.395
C 1.431 -5.641 -2.201
C 1.436 -4.730 -1.114
C 2.081 -5.039 0.108
C 2.151 -4.101 1.092
C 1.528 -2.839 0.925
C 0.797 -2.516 -0.191
C 0.807 -3.469 -1.257
H -0.205 -3.803 -4.523
H 0.872 -6.022 -4.221
H 1.919 -6.599 -2.071
H 2.542 -6.010 0.231
H 2.683 -4.314 2.011
H 1.676 -2.115 1.721
C -3.601 -0.917 -0.351
C -3.439 0.519 0.124
P -1.867 1.304 -0.430
C -2.258 3.026 0.083
C -2.590 3.311 1.407
C -3.005 4.579 1.778
C -3.088 5.592 0.832
C -2.763 5.319 -0.487
C -2.353 4.046 -0.862
C -2.003 1.467 -2.232
C -0.840 1.864 -2.902
C -0.876 2.167 -4.256
C -2.071 2.061 -4.956
C -3.231 1.663 -4.298
C -3.201 1.383 -2.940
P -2.149 -1.870 0.168
C -2.228 -1.894 1.978
C -1.087 -1.543 2.616
C -0.976 -1.369 4.084
C -2.254 -1.665 4.796
C -3.372 -2.052 4.128
C -3.401 -2.185 2.720
C -2.403 -3.554 -0.395
C -1.987 -4.613 0.413
C -2.148 -5.920 -0.018
C -2.724 -6.176 -1.255
C -3.143 -5.126 -2.062
C -2.981 -3.817 -1.639
H -3.652 -0.984 -1.440
H -4.511 -1.372 0.047
H -3.387 0.531 1.219
H -4.291 1.144 -0.143
H -2.531 2.544 2.166
H -3.276 4.775 2.807
H -3.415 6.582 1.119
H -2.835 6.095 -1.237
H -2.121 3.872 -1.902
H 0.088 1.967 -2.345
H 0.025 2.486 -4.763
H -2.106 2.309 -6.008
H -4.162 1.588 -4.842
H -4.125 1.115 -2.441
H -0.193 -1.344 2.038
H -0.167 -2.006 4.471
H -2.260 -1.603 5.878
H -4.266 -2.284 4.693
H -4.302 -2.524 2.227
H -1.532 -4.423 1.378
H -1.831 -6.739 0.613
H -2.857 -7.196 -1.588
H -3.607 -5.329 -3.018
H -3.322 -3.013 -2.279
*
```

=====

# 4
Computed, not measured: a structure of composition C48H45N6O4RbSi, with ωB97M-V with the def2-TZVPD basis set.

Results
Energy above the lowest of the compared OMol25 structures with the same formula, charge and spin (kJ/mol): 6.8
Highest occupied orbital energy (eV): -1.09
Frontier orbital gap (eV): 4.887
Maximum force (eV/Å): 0.44
Energy (a.u.): -2799.26169

ORCA input file:
```
! RIJCOSX wB97M-V def2-TZVPD def2/J DEFGRID3
* xyz -2 1
Rb 0.369 -1.322 0.979
O 0.956 -0.576 5.984
C 0.485 -0.674 4.850
N 0.839 -0.018 3.728
C 1.515 1.139 3.852
O 1.494 1.960 4.768
C 2.409 1.506 2.659
C 3.495 2.349 2.894
C 4.338 2.667 1.846
C 4.061 2.168 0.580
C 2.937 1.375 0.435
N 2.137 1.036 1.444
C -0.617 -1.738 4.692
C -1.223 -2.201 5.861
C -2.224 -3.147 5.772
C -2.594 -3.620 4.519
C -1.933 -3.113 3.415
N -0.971 -2.197 3.494
H 3.645 2.724 3.896
H 5.206 3.295 2.012
H 4.695 2.380 -0.271
H 2.670 0.974 -0.540
H -0.880 -1.801 6.804
H -2.717 -3.513 6.666
H -3.378 -4.356 4.397
H -2.195 -3.441 2.414
C -2.103 -3.344 -1.271
O -0.720 -3.046 -1.384
C -0.093 -3.412 -2.532
C -0.762 -3.925 -3.638
C -0.066 -4.237 -4.802
C 1.304 -4.044 -4.861
C 1.975 -3.546 -3.753
C 1.303 -3.215 -2.580
N 1.936 -2.743 -1.401
N 3.130 -2.376 -1.615
C 3.943 -2.029 -0.574
C 3.676 -2.319 0.819
O 2.611 -2.777 1.267
C 4.766 -2.013 1.754
C 5.920 -1.441 1.375
C 6.182 -1.112 -0.004
C 7.381 -0.493 -0.385
C 7.635 -0.171 -1.699
C 6.663 -0.472 -2.664
C 5.477 -1.072 -2.310
C 5.198 -1.419 -0.967
H -2.265 -4.426 -1.309
H -2.417 -2.909 -0.325
H -2.680 -2.853 -2.060
H -1.831 -4.071 -3.608
H -0.607 -4.629 -5.654
H 1.855 -4.291 -5.761
H 3.048 -3.412 -3.764
H 4.554 -2.227 2.794
H 6.677 -1.196 2.115
H 8.113 -0.265 0.384
H 8.563 0.312 -1.981
H 6.842 -0.217 -3.703
H 4.725 -1.283 -3.057
C -3.030 -0.603 0.681
Si -3.321 0.770 -0.372
C -2.743 2.395 0.447
N -1.346 2.282 0.877
C -0.372 2.601 -0.173
C 0.467 3.842 0.158
C -0.444 4.924 0.734
C -1.049 4.457 2.070
C -1.038 2.921 2.142
C -2.493 0.812 -2.108
C -1.512 -0.126 -2.428
C -0.807 -0.080 -3.628
C -1.076 0.926 -4.545
C -2.049 1.876 -4.253
C -2.742 1.816 -3.051
C -5.178 1.045 -0.797
C -6.026 1.431 0.250
C -7.389 1.607 0.065
C -7.958 1.373 -1.182
C -7.147 0.968 -2.231
C -5.776 0.816 -2.037
H -3.708 -1.455 0.706
H -2.509 -0.442 1.620
H -3.367 2.475 1.344
H -2.925 3.307 -0.152
H -0.915 2.802 -1.100
H 0.281 1.744 -0.375
H 0.962 4.187 -0.754
H 1.259 3.602 0.874
H -1.248 5.110 0.013
H 0.094 5.867 0.859
H -2.072 4.832 2.169
H -0.479 4.854 2.915
H -1.743 2.563 2.894
H -0.059 2.576 2.467
H -1.294 -0.904 -1.705
H -0.048 -0.825 -3.839
H -0.530 0.974 -5.480
H -2.260 2.669 -4.963
H -3.488 2.577 -2.836
H -5.598 1.569 1.238
H -8.015 1.913 0.897
H -9.025 1.496 -1.330
H -7.582 0.771 -3.205
H -5.158 0.505 -2.872
*
```